C4H5N3OS | ωB97M-V/def2-TZVPD

```
! RIJCOSX wB97M-V def2-TZVPD def2/J DEFGRID3
* xyz 0 1
C -2.5537 -1.1252 -0.6844
C -1.6324 0.8070 -0.4605
C 2.4357 -0.1159 -0.2201
C 0.1952 0.0539 0.9708
N -2.6109 0.1840 -1.0764
N -1.5609 -1.3104 0.1754
N -0.9372 -0.1310 0.2466
O 4.6459 1.1755 0.3844
S 3.2098 0.9521 0.6519
H -3.3007 -1.9804 -0.9530
H -1.4261 1.8720 -0.6990
H 2.4197 -0.7869 -1.0360
H 0.5987 -0.6578 1.6952
H 0.5169 1.0633 1.0051
*
```

As for the LUMO energy (alpha / beta): -1.2 / -1.5 eV. As for the HOMO energy (alpha / beta): -9.44 / -8.80 eV. The calculation puts the frontier orbital gap (alpha / beta) at 8.24 / 7.33 eV.

***

C6H8N3O | ωB97M-V/def2-TZVPD

```
! RIJCOSX wB97M-V def2-TZVPD def2/J DEFGRID3
* xyz 1 3
C 1.0160 -0.6198 -0.9658
C 1.1357 -0.8429 0.4047
C -0.3651 0.8046 0.7427
C -1.9466 1.1586 -1.5429
C -1.9216 2.0336 -0.2846
C 2.0671 -1.8695 1.0266
N -1.0336 0.3433 -1.8095
N 0.1218 0.1336 -1.4989
N 0.2600 -0.2106 1.2691
O -1.5323 1.1942 0.9286
H 1.9516 -1.0614 -1.4136
H -2.8041 0.8559 -2.1276
H -1.0860 2.6588 -0.2788
H -2.9131 2.4271 -0.1180
H 1.6030 -2.2131 1.9594
H 2.1170 -2.7638 0.2855
H 3.1153 -1.5977 1.1159
H 0.2148 -0.4311 2.3070
*
```

As for the LUMO energy (alpha / beta): -4.4 / -6.6 eV. As for the HOMO energy (alpha / beta): -11.75 / -12.56 eV. As for the expectation value of S²: 2.06. The calculation puts the frontier orbital gap (alpha / beta) at 7.33 / 6.01 eV.

***

C12H19Cl3O3Ru | ωB97M-V/def2-TZVPD

```
! RIJCOSX wB97M-V def2-TZVPD def2/J DEFGRID3
* xyz -2 5
C -0.8986 0.8525 -1.8417
C -1.7558 -0.2900 -1.6828
C -0.9747 -1.3748 -1.2143
C -3.2053 -0.2702 -1.9211
C 0.4097 -0.9346 -1.0941
C 0.4463 0.4227 -1.5748
C 1.5502 1.3586 -1.2859
C -1.3153 2.1998 -2.2818
C -1.4881 -2.7285 -0.8881
C 1.5781 -1.7790 -0.7775
Ru -0.2253 0.4331 0.5821
Cl -5.1106 -1.1164 0.4467
Cl -1.3182 2.3425 1.1737
Cl -0.6971 -1.1944 1.9896
H -3.6127 0.7437 -1.8525
H -3.7342 -0.8716 -1.1392
H -3.4869 -0.7114 -2.8866
H -2.4546 -2.6515 -0.3608
H -0.7790 -3.2965 -0.2715
H -1.6695 -3.3206 -1.8008
H 1.4190 -2.3036 0.1716
H 2.4739 -1.1580 -0.6867
H 1.7633 -2.5219 -1.5689
H 2.5400 0.9006 -1.3692
H 3.1097 -0.0861 2.1963
H 1.4641 2.3064 -1.8268
H -2.1793 2.5552 -1.7042
H -1.5950 2.1933 -3.3466
H -0.4980 2.9179 -2.1539
O 1.3331 1.5661 0.1480
H 1.3596 2.5193 0.4180
C 2.9904 0.4387 4.5067
C 1.8553 0.5502 3.5325
O 2.1314 -0.0182 2.2930
O 0.7838 1.0537 3.7565
H 3.8954 0.0228 4.0653
H 2.7001 -0.1870 5.3541
H 3.1951 1.4370 4.8959
*
```

As for the LUMO energy (alpha / beta): 4.3 / 4.3 eV. As for the HOMO energy (alpha / beta): 1.18 / -0.30 eV. As for the expectation value of S²: 6.02. The calculation puts the frontier orbital gap (alpha / beta) at 3.14 / 4.57 eV.

***

C6H18F6K5N3O20P2S6 | ωB97M-V/def2-TZVPD

```
! RIJCOSX wB97M-V def2-TZVPD def2/J DEFGRID3
* xyz 2 1
K -3.5671 0.1699 2.8810
K -0.3642 -1.5038 5.1724
K -1.4419 -4.8409 0.3938
K -2.0318 2.8253 0.6241
K 0.8903 0.4363 -3.5432
N 0.4834 -4.7751 -1.5553
S 0.2961 -4.0290 -3.0392
O 0.9031 -4.5651 -4.2180
O 0.0961 -2.6323 -2.8966
F -1.2487 -4.4925 -3.1438
S 1.9228 -4.2860 -1.3381
O 2.0785 -2.9501 -0.7969
O 2.9165 -4.8996 -2.1673
F 2.0783 -5.1113 0.0342
N 2.0843 -0.7027 6.5522
S 1.4976 0.4102 7.4463
O 0.1625 0.9291 7.1202
O 2.3885 1.2880 8.1599
F 1.0234 -0.6637 8.5695
S 2.8974 0.3437 5.3872
O 4.2621 -0.0912 5.3541
O 2.5433 1.7346 5.2881
F 2.1733 -0.3295 4.0690
N -1.7041 -0.0496 0.8169
S -1.8692 -0.9207 -0.4670
O -2.3077 -2.2658 -0.3066
O -1.1015 -0.5307 -1.6233
F -3.2808 -0.1977 -0.8385
S -0.1543 -0.6073 1.1635
O 0.7760 0.3700 0.7089
O -0.0115 -2.0357 1.1551
F -0.1481 -0.2934 2.7795
C -4.5141 5.3143 -5.0927
O -5.5182 4.9528 -4.0930
P -5.0938 3.9571 -2.9233
O -3.7159 4.0421 -2.4012
O -6.1888 4.2948 -1.8287
C -7.5691 4.4692 -2.1797
O -5.5926 2.5054 -3.4141
C -5.4840 1.4109 -2.5099
H -3.5905 4.7489 -5.0184
H -4.4490 6.3966 -5.0467
H -4.9819 5.0545 -6.0427
H -8.0901 3.6738 -1.6403
H -7.7814 4.2430 -3.2239
H -7.9354 5.4493 -1.8936
H -5.0877 0.5318 -3.0047
H -6.4667 1.2124 -2.0756
H -4.9099 1.6584 -1.6122
C 4.2738 1.3530 0.1215
O 4.8032 0.4566 1.0884
P 5.7881 -0.7263 0.5379
O 7.1367 -0.2547 0.2121
O 4.9298 -1.4569 -0.5902
C 5.4276 -2.6330 -1.2471
O 5.7820 -1.8371 1.6803
C 4.6378 -2.5399 2.1358
H 4.9276 1.4227 -0.7471
H 4.2438 2.3159 0.6421
H 3.2152 1.1099 -0.0203
H 6.0661 -2.3384 -2.0824
H 4.5916 -3.1135 -1.7505
H 5.9446 -3.2470 -0.5144
H 4.4274 -2.4391 3.1985
H 4.7816 -3.6004 1.9386
H 3.7498 -2.1203 1.6559
*
```

As for the LUMO energy: -7.7 eV. As for the HOMO energy: -13.32 eV. The calculation puts the frontier orbital gap at 5.63 eV.

***

C30H25F3N3ORuTe4 | ωB97M-V/def2-TZVPD

```
! RIJCOSX wB97M-V def2-TZVPD def2/J DEFGRID3
* xyz 0 2
Ru 1.6573 -0.2534 -1.9728
Te 0.8389 -2.4522 -3.2386
Te 3.0420 -3.8494 -3.9294
Te 4.9589 -1.9698 -4.0860
Te 3.9475 0.2161 -2.9444
F 3.0006 8.8797 0.4421
C 2.0475 8.5532 -0.4557
F 0.8909 9.0612 0.0007
F 2.3518 9.2226 -1.5860
C 1.9791 7.0731 -0.6838
C 3.1116 6.4189 -1.1552
C 3.0789 5.0565 -1.3792
C 1.9122 4.3206 -1.1380
C 0.7850 4.9941 -0.6629
C 0.8166 6.3607 -0.4372
C 1.8775 2.9060 -1.3688
C 1.8005 1.7079 -1.5782
H 4.0174 6.9801 -1.3464
H 3.9569 4.5424 -1.7466
H -0.1189 4.4313 -0.4724
H -0.0626 6.8719 -0.0710
C -5.7852 -0.5877 2.4070
C -4.6347 -0.4776 1.4468
C -3.3484 -0.2160 1.8982
C -2.2644 -0.1359 1.0336
C -0.9012 0.1272 1.6143
C -2.4983 -0.3285 -0.3418
C -1.4020 -0.3421 -1.3042
O -0.2300 -0.1703 -1.0044
C -3.7991 -0.5847 -0.8231
C -4.0925 -0.8029 -2.2883
C -4.8429 -0.6522 0.0815
H -5.4901 -0.3038 3.4156
H -6.1562 -1.6139 2.4368
H -6.6141 0.0490 2.0960
H -3.1798 -0.0722 2.9592
H -0.9935 0.3503 2.6767
H -0.3961 0.9541 1.1169
H -0.2564 -0.7476 1.4975
H -1.6541 -0.5363 -2.3567
H -3.5844 -1.6880 -2.6765
H -3.7858 0.0495 -2.8957
H -5.1609 -0.9479 -2.4331
H -5.8446 -0.8523 -0.2816
C 3.1910 -0.4229 2.0237
C 2.8199 -0.0433 0.7516
N 2.3902 -0.9403 -0.1559
C 2.3098 -2.2246 0.1857
C 2.6633 -2.6905 1.4490
C 3.1259 -1.7648 2.3699
C 2.6988 -4.1345 1.7534
C 1.8917 -5.1219 1.3654
C 0.5371 -5.0794 0.7707
C -0.0318 -6.2628 0.3172
C -1.3332 -6.2094 -0.1458
N -2.0398 -5.0821 -0.1535
C -1.3985 -4.0066 0.2944
N -0.1560 -3.9394 0.7531
H 3.5385 0.3220 2.7249
H 2.8639 0.9840 0.4217
H 2.0025 -2.9006 -0.5957
H 3.4371 -2.0933 3.3547
H 3.5597 -4.4328 2.3442
H 2.2252 -6.1285 1.5941
H 0.5264 -7.1888 0.3222
H -1.8333 -7.0984 -0.5136
H -1.9638 -3.0829 0.3038
*
```

As for the LUMO energy (alpha / beta): -0.6 / -1.9 eV. As for the HOMO energy (alpha / beta): -6.75 / -6.84 eV. As for the expectation value of S²: 0.77. The calculation puts the frontier orbital gap (alpha / beta) at 6.11 / 4.97 eV.

***

C3H4BrCl | ωB97M-V/def2-TZVPD

```
! RIJCOSX wB97M-V def2-TZVPD def2/J DEFGRID3
* xyz 0 1
C 0.1522 1.0893 -1.1400
C -0.1254 0.9832 0.1130
C -0.0288 -1.7444 0.8763
Cl -0.5034 1.9571 1.3851
Br 0.2188 2.8275 -2.0904
H 0.3739 0.2894 -1.8164
H -1.0727 -1.7644 1.1051
H 0.6819 -1.5683 1.6527
H 0.3034 -2.0694 -0.0853
*
```

As for the LUMO energy (alpha / beta): -1.2 / -0.1 eV. As for the HOMO energy (alpha / beta): -9.15 / -9.14 eV. The calculation puts the frontier orbital gap (alpha / beta) at 7.95 / 9.02 eV.

***

C27H44GaN3P3S | ωB97M-V/def2-TZVPD

```
! RIJCOSX wB97M-V def2-TZVPD def2/J DEFGRID3
* xyz 3 1
Ga 0.3289 -0.4874 0.3581
P 2.0793 -0.7591 1.8963
P -0.7201 1.5029 1.8930
P 1.2632 -1.0731 -1.8066
H -0.3258 3.5084 -1.0312
C -0.4480 2.8127 -1.8600
C -1.6354 2.2912 -2.1999
H -2.5556 2.5259 -1.6580
C 3.2790 0.6176 1.7524
C 1.5586 -0.8896 3.6386
C 2.9007 -2.3286 1.4645
C -2.1205 2.5037 1.3006
C -1.4900 0.9052 3.4465
C 0.3110 2.8573 2.5933
C 0.3331 -0.5826 -3.3028
C 1.3376 -2.9088 -1.8360
C 2.9823 -0.4580 -1.9163
H 0.4630 2.5079 -2.3760
H -1.7341 1.5607 -3.0038
H 4.1553 0.4734 2.3903
H 2.8021 1.5616 2.0347
H 3.6194 0.7125 0.7166
H 2.3419 -1.3280 4.2716
H 0.6736 -1.5364 3.7098
H 1.2963 0.0963 4.0404
H 3.5853 -2.6698 2.2530
H 3.4592 -2.2358 0.5228
H 2.1328 -3.1081 1.3291
H -2.3914 3.2287 2.0874
H -2.9671 1.8277 1.1169
H -1.8623 3.0172 0.3649
H -1.5864 1.7615 4.1414
H -0.8742 0.1253 3.9197
H -2.4787 0.4782 3.2164
H -0.3474 3.5248 3.1711
H 0.7671 3.4189 1.7652
H 1.0993 2.4445 3.2385
H 0.8295 -0.8385 -4.2623
H 0.1571 0.5088 -3.3032
H -0.6670 -1.0576 -3.2761
H 1.9424 -3.3010 -2.6678
H 0.3079 -3.2991 -1.9127
H 1.7512 -3.2809 -0.8846
H 3.4915 -0.7623 -2.8330
H 3.5823 -0.7561 -1.0560
H 2.9411 0.6320 -1.8981
C 2.9424 2.9564 -5.5546
C 4.2188 3.5274 -5.7320
C 4.3764 4.6984 -6.4771
C 3.2842 5.2586 -7.1398
C 2.0498 4.6125 -7.1058
C 1.8965 3.4443 -6.3646
S 2.6499 1.5682 -4.5145
H 2.9191 1.9034 -3.1713
H 5.0753 3.0230 -5.2974
H 5.3575 5.1710 -6.5473
H 3.3930 6.1906 -7.6938
H 1.1967 5.0044 -7.6572
H 0.9741 2.8770 -6.4052
N -5.8802 -6.0095 6.8899
C -5.3459 -5.3847 6.0552
C -4.7427 -4.6112 5.0010
C -3.4592 -4.0885 5.1736
C -2.8718 -3.3215 4.1581
C -3.5730 -3.1264 2.9661
C -4.8565 -3.6414 2.7785
C -5.4650 -4.3632 3.8221
N -2.9906 -2.4090 1.8964
C -3.6596 -1.9017 0.7623
C -2.7502 -1.2455 0.0173
N -1.4941 -1.4066 0.6197
C -1.7006 -2.0344 1.7893
H -2.8997 -4.2929 6.1022
H -1.8755 -2.8990 4.2909
H -5.3713 -3.5318 1.8355
H -6.4776 -4.7370 3.6935
H -4.7131 -2.0274 0.6469
H -2.8550 -0.6582 -0.8851
H -0.9203 -2.2893 2.4990
*
```

As for the LUMO energy: -9.5 eV. As for the HOMO energy: -14.60 eV. The calculation puts the frontier orbital gap at 5.05 eV.

***

C28H29N4ReSSi | ωB97M-V/def2-TZVPD

```
! RIJCOSX wB97M-V def2-TZVPD def2/J DEFGRID3
* xyz 1 2
Re 0.0803 -1.4009 1.2471
S 0.8177 0.6639 1.5621
C -0.2657 1.4309 0.4255
N -0.1452 2.7653 0.2691
N -0.8550 3.3132 -0.6519
C -0.8170 4.7091 -0.9029
C 0.0907 5.5224 -0.2414
C 0.0785 6.8757 -0.5301
C -0.8147 7.3954 -1.4602
C -1.7127 6.5625 -2.1108
C -1.7203 5.2049 -1.8325
N -1.1663 0.7511 -0.2649
N -1.1518 -0.5597 -0.0400
C -2.2595 -1.2267 -0.6837
C -3.4376 -0.5340 -0.9466
C -4.5026 -1.2048 -1.5280
C -4.3993 -2.5498 -1.8493
C -3.2235 -3.2355 -1.5779
C -2.1575 -2.5753 -0.9871
H -1.4505 2.7204 -1.2323
H 0.7798 5.1041 0.4756
H 0.7755 7.5295 -0.0257
H -0.8098 8.4531 -1.6796
H -2.4072 6.9670 -2.8321
H -2.4167 4.5421 -2.3292
H -3.5290 0.5045 -0.6769
H -5.4217 -0.6689 -1.7177
H -5.2357 -3.0651 -2.3001
H -3.1344 -4.2840 -1.8218
H -1.2476 -3.1152 -0.7713
C 3.0851 -2.9816 0.9823
Si 1.8274 -2.3786 -0.2787
C 1.2171 -3.8340 -1.2828
C 2.5524 -1.0936 -1.4191
C 3.9274 -1.0281 -1.6504
C 4.4600 -0.1209 -2.5567
C 3.6238 0.7329 -3.2556
C 2.2526 0.6767 -3.0505
C 1.7275 -0.2257 -2.1403
H 4.0199 -3.2155 0.4680
H 2.7473 -3.9028 1.4583
H 3.3185 -2.2468 1.7518
H 2.1142 -4.2466 -1.7527
H 0.5439 -3.5318 -2.0812
H 0.7512 -4.6266 -0.6997
H 4.6090 -1.6777 -1.1167
H 5.5289 -0.0838 -2.7152
H 4.0393 1.4377 -3.9630
H 1.5947 1.3337 -3.6038
H 0.6550 -0.2598 -2.0059
C -1.2161 -2.7766 2.0941
C -0.6305 -2.2567 3.3345
C 0.7543 -2.3953 3.5324
C 1.3938 -1.7365 4.5923
C 0.6685 -0.9225 5.4300
C -0.7040 -0.7360 5.2118
C -1.3430 -1.3669 4.1717
H -2.2940 -2.6916 1.9814
H -0.8307 -3.7644 1.8103
H 1.3180 -3.0867 2.9102
H 2.4540 -1.8819 4.7496
H 1.1547 -0.4202 6.2534
H -1.2647 -0.0825 5.8658
H -2.3969 -1.2048 3.9892
*
```

As for the LUMO energy (alpha / beta): -4.4 / -4.6 eV. As for the HOMO energy (alpha / beta): -10.27 / -11.00 eV. As for the expectation value of S²: 0.97. The calculation puts the frontier orbital gap (alpha / beta) at 5.83 / 6.40 eV.

***

C8H18NO3PS | ωB97M-V/def2-TZVPD

```
! RIJCOSX wB97M-V def2-TZVPD def2/J DEFGRID3
* xyz 0 1
C -2.8884 -1.6872 0.0544
C -1.7732 -2.4015 -0.7758
C -2.6324 -0.2140 -0.2240
C -1.5190 -1.3989 -1.8994
C 0.9877 2.9351 0.4843
C 2.1809 2.2320 -1.6827
C 2.2086 -0.9003 2.6638
C 1.1696 1.8396 -0.5661
N -1.6484 -0.0367 -1.3377
O 1.7031 -1.6728 -0.2915
O -0.3853 -1.5311 2.8228
O 1.7584 0.6336 -0.0400
P 0.7670 -0.6231 0.1375
S 0.4550 -0.4148 2.4184
H -3.9276 -1.9896 -0.1202
H -2.6312 -1.9081 1.0812
H -0.9075 -2.5352 -0.1890
H -2.0856 -3.3562 -1.1668
H -3.5057 0.2928 -0.5628
H -2.2969 0.2958 0.6181
H -0.5626 -1.4179 -2.3691
H -2.2326 -1.5183 -2.7952
H 1.9182 3.0772 1.1290
H 0.7609 3.9310 0.0613
H 0.2133 2.7562 1.1792
H 1.5565 2.3599 -2.6296
H 3.0219 1.4881 -1.8446
H 2.5918 3.1484 -1.4352
H 2.6908 -0.0232 3.0367
H 2.5845 -1.3990 1.7978
H 2.2381 -1.5921 3.4551
H 0.1902 1.6303 -1.0099
*
```

As for the LUMO energy (alpha / beta): -2.0 / -0.3 eV. As for the HOMO energy (alpha / beta): -9.02 / -8.53 eV. The calculation puts the frontier orbital gap (alpha / beta) at 7.07 / 8.21 eV.

***

CH3O2S | ωB97M-V/def2-TZVPD

```
! RIJCOSX wB97M-V def2-TZVPD def2/J DEFGRID3
* xyz -1 1
C -1.1318 0.0076 -0.2656
O 1.9450 -1.3108 0.0716
O 0.9026 1.6979 -0.0862
S 0.4474 0.3484 0.1775
H -1.1443 -1.1418 -0.0661
H -1.2372 0.2615 -1.3907
H 0.2183 0.1372 1.5594
*
```

As for the LUMO energy (alpha / beta): 4.2 / 4.1 eV. As for the HOMO energy (alpha / beta): -3.43 / -3.76 eV. The calculation puts the frontier orbital gap (alpha / beta) at 7.63 / 7.84 eV.

***

C16H34N4O7V | ωB97M-V/def2-TZVPD

```
! RIJCOSX wB97M-V def2-TZVPD def2/J DEFGRID3
* xyz 2 2
V -0.5804 -0.2772 0.1417
C 2.3456 0.1973 2.1781
C 1.4867 -0.9286 2.6726
O 0.1339 -0.7482 2.2099
C -0.8474 -0.4960 3.2302
C -2.1755 -0.9759 2.6935
O -2.3437 -0.5471 1.3339
C -3.1045 0.6574 1.1023
C -2.2899 1.9048 1.3641
O -0.9949 1.7535 0.7417
C -0.4609 2.8662 -0.0202
C -0.0117 2.3606 -1.3711
O 0.8102 1.2020 -1.2153
C 2.2228 1.3534 -1.2647
C 2.7836 1.3321 0.1351
O 2.2281 0.1956 0.7719
H 3.3798 0.0424 2.5042
H 1.9978 1.1545 2.5851
H 1.4995 -0.9536 3.7624
H 1.8378 -1.8891 2.2974
H -0.8475 0.5692 3.4696
H -0.6007 -1.0556 4.1332
H -3.0025 -0.6173 3.3069
H -2.2025 -2.0635 2.6724
H -4.0100 0.6596 1.7113
H -3.3858 0.6033 0.0526
H -2.1413 2.0926 2.4276
H -2.8157 2.7612 0.9407
H 0.3674 3.2796 0.5552
H -1.2227 3.6378 -0.1328
H 0.5261 3.1494 -1.9006
H -0.8621 2.0484 -1.9743
H 2.5008 2.2836 -1.7647
H 2.6070 0.5192 -1.8526
H 2.5024 2.2387 0.6824
H 3.8765 1.2745 0.1121
N -0.3711 -2.3621 -0.3571
C 0.0679 -2.3233 -1.7735
C -0.3552 -3.5358 -2.6095
C 0.6563 -4.6911 -2.6679
C 1.2697 -4.7257 -4.0637
N 1.8570 -3.4296 -4.4450
C 3.1388 -3.1039 -4.4270
N 3.5088 -1.8788 -4.8148
N 4.0699 -3.9617 -4.0061
C -0.5014 -1.0518 -2.4210
O -0.1188 -0.7732 -3.5407
O -1.3578 -0.3902 -1.6793
H 0.1841 -2.9982 0.2042
H -1.3229 -2.7228 -0.3388
H 1.1532 -2.2049 -1.7764
H -0.5210 -3.1746 -3.6248
H -1.3394 -3.8645 -2.2663
H 0.1925 -5.6616 -2.4888
H 1.4345 -4.5700 -1.9078
H 0.4840 -4.9179 -4.7940
H 2.0008 -5.5207 -4.2043
H 1.2096 -2.6930 -4.6959
H 2.8451 -1.2642 -5.2571
H 4.4799 -1.6277 -4.8799
H 3.8275 -4.8940 -3.7238
H 5.0471 -3.7603 -4.1302
*
```

As for the LUMO energy (alpha / beta): -4.5 / -4.5 eV. As for the HOMO energy (alpha / beta): -12.05 / -11.44 eV. As for the expectation value of S²: 1.01. The calculation puts the frontier orbital gap (alpha / beta) at 7.54 / 6.93 eV.